Below is a structure of composition C28H42MnN6O2S in a non-equilibrium geometry, with properties calculated with ωB97M-V/def2-TZVPD.

Summary:
Calculated total energy, a.u.: -3120.08982
Highest occupied orbital energy (spin up / spin down), eV: -6.785 / -7.115
Multiplicity: 6
Expectation value of S²: 8.768
Energy relative to the best compared isomer or geometry (same formula, charge and spin), kcal per mole: 0.00
Lowest unoccupied orbital energy (spin up / spin down), Eh: -0.0332 / -0.0351

```
80
C28H42MnN6O2S (ωB97M-V/def2-TZVPD)
Mn 0.239 -0.083 0.738
C 2.057 0.491 -1.393
C 0.950 0.841 -2.173
C 0.161 1.721 -1.363
C 0.807 1.752 -0.076
C 2.079 1.065 -0.133
C 3.374 1.357 0.607
C 4.023 0.019 0.926
C 3.156 2.162 1.882
C 4.317 2.193 -0.298
C -0.745 2.897 -1.780
C -2.113 2.446 -2.172
C -0.084 3.571 -2.987
C -0.824 3.964 -0.639
C 0.846 0.349 -3.581
C -0.563 0.435 -4.143
C 1.248 -1.156 -3.620
C 1.954 1.112 -4.380
H 2.949 -0.069 -1.778
H 0.512 2.355 0.748
H 3.357 -0.601 1.532
H 4.871 0.231 1.572
H 4.295 -0.621 0.153
H 2.577 1.589 2.636
H 2.512 3.037 1.610
H 4.068 2.506 2.260
H 4.661 1.543 -1.163
H 5.229 2.501 0.236
H 3.754 3.105 -0.708
H -2.177 1.585 -2.839
H -2.712 3.264 -2.620
H -2.611 2.180 -1.201
H -0.202 3.056 -3.960
H 0.979 3.674 -2.850
H -0.476 4.619 -3.074
H -1.178 3.485 0.278
H -1.589 4.732 -0.916
H 0.104 4.455 -0.449
H -0.614 -0.292 -4.977
H -0.815 1.400 -4.515
H -1.190 0.074 -3.319
H 0.502 -1.761 -3.121
H 2.224 -1.399 -3.175
H 1.246 -1.482 -4.703
H 1.694 2.152 -4.609
H 2.142 0.562 -5.300
H 2.925 1.165 -3.868
C -1.925 -4.329 0.251
C -2.863 -3.287 0.736
C -3.597 -3.651 1.958
C -3.957 -2.852 2.972
C -3.336 -1.646 3.504
C -4.005 -0.903 4.529
C -3.401 0.246 5.161
C -2.203 0.720 4.684
C -1.498 -0.018 3.664
S -0.143 0.845 3.007
C -2.002 -1.241 3.191
N -1.377 -2.017 2.199
H -1.320 -4.821 0.994
H -1.256 -4.032 -0.591
H -2.540 -5.116 -0.161
H -3.969 -4.664 2.000
H -4.902 -3.120 3.468
H -5.014 -1.135 4.845
H -3.787 0.686 6.060
H -1.823 1.649 4.920
N -1.410 -1.382 -0.089
N -2.220 -1.937 1.013
C -0.065 -2.381 2.248
N 0.396 -2.946 3.400
N 0.801 -2.099 1.267
N 1.567 -3.102 0.757
O 2.327 -2.724 -0.178
O 1.469 -4.246 1.150
H -2.066 -0.696 -0.470
H -1.017 -2.013 -0.825
H -3.584 -3.084 -0.077
H -0.409 -3.363 3.857
H 1.210 -3.524 3.263
```

Electronic structure analysis, Mulliken charges in units of e: number 1, Mn, carries -0.010; number 2, C, carries -0.776; number 3, C, carries -0.884; number 4, C, carries 0.641; number 5, C, carries -1.705; number 6, C, carries 1.607; number 7, C, carries 1.703; number 8, C, carries -1.683; number 9, C, carries -1.704; number 10, C, carries -1.348; number 11, C, carries 2.264; number 12, C, carries -1.652; number 13, C, carries -1.590; number 14, C, carries -2.138; number 15, C, carries 2.256; number 16, C, carries -1.933; number 17, C, carries -1.519; number 18, C, carries -1.489; number 19, H, carries 0.274; number 20, H, carries 1.023; number 21, H, carries 0.123; number 22, H, carries 0.508; number 23, H, carries 0.315; number 24, H, carries 0.183; number 25, H, carries 0.231; number 26, H, carries 0.608; number 27, H, carries 0.242; number 28, H, carries 0.452; number 29, H, carries 0.236; number 30, H, carries 0.141; number 31, H, carries 0.456; number 32, H, carries 0.257; number 33, H, carries 0.176; number 34, H, carries 0.240; number 35, H, carries 0.507; number 36, H, carries 0.428; number 37, H, carries 0.472; number 38, H, carries 0.319; number 39, H, carries 0.532; number 40, H, carries 0.216; number 41, H, carries 0.216; number 42, H, carries 0.279; number 43, H, carries 0.254; number 44, H, carries 0.453; number 45, H, carries 0.282; number 46, H, carries 0.453; number 47, H, carries 0.240; number 48, C, carries -1.409; number 49, C, carries 0.550; number 50, C, carries -0.968; number 51, C, carries -0.565; number 52, C, carries 0.843; number 53, C, carries -0.949; number 54, C, carries -0.759; number 55, C, carries -1.043; number 56, C, carries 1.115; number 57, S, carries -0.590; number 58, C, carries -0.631; number 59, N, carries 1.094; number 60, H, carries 0.352; number 61, H, carries 0.265; number 62, H, carries 0.490; number 63, H, carries 0.395; number 64, H, carries 0.323; number 65, H, carries 0.370; number 66, H, carries 0.409; number 67, H, carries 0.611; number 68, N, carries -0.591; number 69, N, carries 0.021; number 70, C, carries -0.845; number 71, N, carries -0.175; number 72, N, carries 0.853; number 73, N, carries 0.556; number 74, O, carries -0.560; number 75, O, carries -0.646; number 76, H, carries 0.333; number 77, H, carries 0.037; number 78, H, carries 0.287; number 79, H, carries 0.297; number 80, H, carries 0.379

Below is a cluster of 7 separate species, C28H42O14 in total in a non-equilibrium geometry, with properties calculated with ωB97M-V/def2-TZVPD.

Summary:
Calculated total energy, a.u.: -2145.49365
Highest occupied orbital energy, eV: -9.271
Multiplicity: 1
Energy relative to the best compared isomer or geometry (same formula, charge and spin), kcal per mole: 49.17
Lowest unoccupied orbital energy, Eh: -0.0005

```
84
C28H42O14 (ωB97M-V/def2-TZVPD)
O 5.607 3.551 0.659
C 4.458 3.818 0.795
C 3.641 4.747 -0.143
C 2.431 5.082 0.734
C 2.668 4.328 2.037
O 3.677 3.365 1.788
H 4.328 5.538 -0.438
H 3.397 4.190 -1.044
H 2.119 6.118 0.840
H 1.586 4.598 0.232
H 2.962 5.060 2.796
H 1.719 3.913 2.372
O 3.867 -0.168 -2.043
C 2.828 0.134 -1.499
C 1.450 -0.120 -2.052
C 0.645 0.138 -0.787
C 1.408 1.274 -0.074
O 2.779 0.916 -0.436
H 1.297 0.699 -2.762
H 1.276 -1.018 -2.635
H -0.397 0.411 -0.994
H 0.511 -0.743 -0.153
H 0.986 2.192 -0.486
H 1.328 1.215 1.006
O 1.613 0.566 3.372
C 1.724 0.567 4.580
C 1.359 -0.533 5.551
C 1.313 0.292 6.884
C 2.186 1.524 6.604
O 1.971 1.714 5.195
H 0.366 -0.829 5.230
H 2.099 -1.318 5.675
H 0.267 0.587 6.960
H 1.616 -0.311 7.737
H 1.925 2.366 7.242
H 3.261 1.425 6.770
O -2.862 -0.057 -0.626
C -3.440 -0.764 0.146
C -3.349 -2.255 0.302
C -4.683 -2.607 0.954
C -5.019 -1.349 1.705
O -4.383 -0.261 0.977
H -3.051 -2.925 -0.491
H -2.544 -2.502 1.008
H -5.480 -2.935 0.283
H -4.692 -3.442 1.661
H -6.073 -1.097 1.799
H -4.631 -1.364 2.726
O 0.186 -3.071 -3.677
C -0.899 -2.596 -3.835
C -1.894 -2.167 -2.796
C -3.060 -1.640 -3.616
C -2.748 -2.024 -5.086
O -1.352 -2.312 -5.065
H -2.201 -2.934 -2.095
H -1.324 -1.485 -2.162
H -4.044 -2.040 -3.368
H -3.145 -0.559 -3.505
H -3.301 -2.918 -5.386
H -2.943 -1.256 -5.828
O -0.260 0.874 -4.553
C -1.325 1.419 -4.490
C -1.895 2.379 -3.449
C -3.385 2.278 -3.752
C -3.472 1.911 -5.245
O -2.226 1.179 -5.470
H -1.715 2.036 -2.433
H -1.554 3.409 -3.532
H -3.823 1.555 -3.066
H -3.858 3.253 -3.619
H -4.307 1.260 -5.476
H -3.399 2.804 -5.861
O 3.305 -6.111 0.946
C 3.023 -4.976 1.234
C 2.831 -3.777 0.347
C 2.295 -2.714 1.338
C 2.679 -3.240 2.731
O 2.982 -4.618 2.514
H 3.682 -3.544 -0.292
H 2.023 -3.868 -0.380
H 2.500 -1.653 1.206
H 1.211 -2.806 1.228
H 3.518 -2.674 3.133
H 1.832 -3.107 3.400
```

Electronic structure analysis, Mulliken charges in units of e: number 1, O, carries -0.591; number 2, C, carries 0.476; number 3, C, carries -0.344; number 4, C, carries -0.421; number 5, C, carries -0.415; number 6, O, carries -0.261; number 7, H, carries 0.306; number 8, H, carries 0.218; number 9, H, carries 0.412; number 10, H, carries 0.023; number 11, H, carries 0.362; number 12, H, carries 0.280; number 13, O, carries -0.669; number 14, C, carries 0.090; number 15, C, carries 0.261; number 16, C, carries 0.799; number 17, C, carries -0.197; number 18, O, carries -0.292; number 19, H, carries 0.074; number 20, H, carries 0.160; number 21, H, carries -0.261; number 22, H, carries -0.202; number 23, H, carries 0.205; number 24, H, carries 0.054; number 25, O, carries -0.552; number 26, C, carries 0.461; number 27, C, carries -0.268; number 28, C, carries -0.566; number 29, C, carries -0.446; number 30, O, carries -0.355; number 31, H, carries 0.245; number 32, H, carries 0.218; number 33, H, carries 0.249; number 34, H, carries 0.366; number 35, H, carries 0.315; number 36, H, carries 0.265; number 37, O, carries -0.406; number 38, C, carries 0.346; number 39, C, carries 0.177; number 40, C, carries -0.745; number 41, C, carries -0.481; number 42, O, carries -0.411; number 43, H, carries 0.052; number 44, H, carries 0.206; number 45, H, carries 0.295; number 46, H, carries 0.347; number 47, H, carries 0.331; number 48, H, carries 0.257; number 49, O, carries -0.594; number 50, C, carries 0.300; number 51, C, carries 0.956; number 52, C, carries 0.450; number 53, C, carries -0.615; number 54, O, carries -0.395; number 55, H, carries 0.096; number 56, H, carries -0.625; number 57, H, carries 0.584; number 58, H, carries -0.719; number 59, H, carries 0.273; number 60, H, carries 0.304; number 61, O, carries -0.551; number 62, C, carries 0.593; number 63, C, carries 0.078; number 64, C, carries -0.649; number 65, C, carries -0.495; number 66, O, carries -0.398; number 67, H, carries -0.231; number 68, H, carries 0.455; number 69, H, carries 0.111; number 70, H, carries 0.452; number 71, H, carries 0.314; number 72, H, carries 0.362; number 73, O, carries -0.593; number 74, C, carries 0.410; number 75, C, carries -0.258; number 76, C, carries 0.170; number 77, C, carries -0.308; number 78, O, carries -0.373; number 79, H, carries 0.308; number 80, H, carries 0.161; number 81, H, carries 0.155; number 82, H, carries -0.098; number 83, H, carries 0.240; number 84, H, carries 0.161